(1)
{
  "formula": "C26H21IN5O3RuS",
  "method": "the ωB97M-V functional and the def2-TZVPD basis",
  "elements": ["Ru", "C", "C", "C", "C", "N", "C", "N", "C", "N", "C", "N", "C", "C", "C", "C", "C", "N", "C", "C", "C", "C", "C", "C", "H", "H", "H", "H", "H", "H", "H", "H", "H", "H", "H", "H", "I", "C", "H", "H", "C", "C", "C", "C", "C", "C", "C", "S", "O", "O", "O", "H", "H", "H", "H", "H", "H", "H"],
  "positions_angstrom": [[-0.860198, -0.030711, -0.275925], [-3.492905, 0.889212, -3.317667], [-3.752425, 2.231696, -3.055200], [-3.642352, 2.704134, -1.767108], [-3.179056, 1.845135, -0.763280], [-2.929855, 0.539309, -1.023623], [-3.114941, 0.078694, -2.271729], [-3.100973, 2.339376, 0.511804], [-2.373924, 1.881259, 1.450049], [-1.356814, 0.933245, 1.335268], [-0.882146, 0.637470, 2.596507], [-0.092544, -0.329979, 2.914768], [0.146282, -1.417522, 2.133639], [0.934577, -2.442504, 2.674256], [0.966755, -3.679884, 2.072767], [0.206961, -3.902309, 0.924544], [-0.502360, -2.848899, 0.390698], [-0.494360, -1.616236, 0.938467], [-1.527100, 1.524232, 3.563814], [-1.396449, 1.640208, 4.934252], [-2.247673, 2.526577, 5.582662], [-3.216458, 3.242679, 4.885990], [-3.353568, 3.117674, 3.507615], [-2.481682, 2.267145, 2.859713], [-3.565432, 0.481232, -4.314424], [-4.061287, 2.889028, -3.856493], [-3.855956, 3.727186, -1.495969], [-2.956157, -0.981289, -2.419037], [1.454464, -2.241123, 3.598699], [1.556005, -4.482177, 2.494176], [0.132424, -4.883153, 0.480361], [-1.113074, -2.964806, -0.495957], [-0.661235, 1.055527, 5.469121], [-2.159620, 2.660136, 6.652216], [-3.876728, 3.906968, 5.426158], [-4.119324, 3.650560, 2.961554], [3.577310, -4.261515, -0.773253], [2.071066, -2.955805, -1.198985], [1.522107, -3.113503, -2.113037], [2.207514, -1.951245, -0.832293], [5.955184, -0.676856, -1.766576], [4.512276, -0.357419, -2.020984], [3.748411, 0.345881, -1.091589], [2.408756, 0.609197, -1.331712], [1.844093, 0.194287, -2.528571], [2.579014, -0.513089, -3.466186], [3.908628, -0.788692, -3.203570], [0.095202, 0.315394, -2.741939], [-0.268272, 0.398232, -4.111681], [-0.400267, 1.409635, -1.858929], [-0.366049, -0.959025, -2.048069], [6.359484, -0.088530, -0.945652], [6.548036, -0.491713, -2.661637], [6.064787, -1.734278, -1.517483], [4.204279, 0.693396, -0.173400], [1.807619, 1.155875, -0.611334], [2.098094, -0.829904, -4.382423], [4.491854, -1.348412, -3.923384]],
  "forces_ev_per_a": [[-1.267, 0.010, 0.036], [0.018, -0.222, 0.147], [-0.042, 0.076, 0.063], [0.210, -0.098, 0.041], [-0.196, -0.387, -0.468], [0.424, 0.393, 0.254], [-0.449, 0.038, -0.321], [-0.148, 0.209, 0.602], [-0.270, 0.353, -0.592], [0.171, -0.201, 0.156], [0.219, -0.609, -0.026], [0.058, 0.499, 0.348], [-0.304, -0.358, -0.295], [-0.016, -0.056, -0.079], [0.010, 0.164, -0.074], [-0.574, 0.184, 0.082], [0.149, -0.443, 0.062], [0.587, 0.145, 0.383], [-0.351, 0.488, -0.097], [0.085, -0.083, -0.080], [0.075, -0.018, 0.083], [-0.017, 0.036, -0.098], [-0.030, 0.005, -0.055], [0.363, -0.231, 0.381], [-0.081, -0.020, 0.002], [0.013, 0.039, 0.011], [-0.042, 0.009, -0.034], [0.123, 0.042, -0.028], [-0.019, 0.032, 0.018], [0.016, 0.005, 0.042], [0.073, 0.029, -0.102], [0.172, 0.009, -0.085], [0.004, 0.016, 0.044], [-0.027, -0.026, 0.013], [0.002, 0.006, 0.020], [0.024, 0.049, -0.013], [-0.015, -0.021, 0.020], [0.343, 0.088, -0.288], [-0.093, -0.109, 0.018], [-0.057, 0.015, 0.114], [-0.007, -0.027, -0.010], [-0.017, -0.046, -0.042], [-0.033, -0.014, -0.007], [-0.032, 0.138, -0.046], [-0.290, 0.102, 0.052], [-0.081, 0.091, -0.133], [-0.045, 0.076, 0.047], [0.871, -0.215, -0.925], [0.078, -0.037, 0.043], [0.232, -0.228, 0.602], [-0.140, 0.056, 0.220], [0.017, 0.004, -0.002], [0.048, 0.023, 0.030], [0.008, -0.005, 0.028], [0.019, -0.008, 0.006], [0.141, 0.066, -0.003], [0.085, -0.051, -0.038], [0.008, 0.018, -0.030]],
  "molar_mass_g_mol": 711.5,
  "s2": 6.020,
  "multiplicity": 5,
  "homo_lumo_gap_ev": [6.7, 6.5],
  "total_charge": 1,
  "e_homo_ev": [-10.59, -11.54],
  "energy_ev": -62406.3369
}

***

(2)
{
  "formula": "C5H13CeO3",
  "method": "the ωB97M-V functional and the def2-TZVPD basis",
  "elements": ["C", "O", "C", "C", "O", "C", "H", "H", "H", "H", "H", "H", "H", "H", "H", "Ce", "O", "H", "C", "H", "H", "H"],
  "positions_angstrom": [[-0.769528, -0.070617, -0.763515], [0.156179, 0.998191, -0.630765], [-0.043988, 1.794887, 0.497193], [1.224699, 1.868992, 1.311199], [2.339929, 1.969284, 0.460705], [3.523758, 2.309394, 1.134751], [-0.555005, -0.512881, -1.752464], [-1.808397, 0.317877, -0.770263], [-0.849794, 1.374868, 1.133848], [-0.355524, 2.816552, 0.205177], [1.309893, 0.968806, 1.948186], [1.170545, 2.749238, 1.978447], [3.764015, 1.569839, 1.918665], [4.336218, 2.325476, 0.398190], [3.444252, 3.305392, 1.604565], [-0.824342, -2.180437, 0.660297], [-1.720387, -3.559212, -1.072064], [-1.107632, -4.086122, -1.596819], [-3.056015, -3.504859, -1.589736], [-3.266622, -4.436481, -2.122731], [-3.751680, -3.415940, -0.749020], [-3.160572, -2.602246, -2.203847]],
  "forces_ev_per_a": [[0.946, 0.601, -0.112], [-1.106, -2.500, -0.462], [-0.503, 1.223, 0.850], [0.774, 0.314, 0.196], [-0.977, -0.193, -0.158], [0.675, 0.284, 0.459], [-0.094, -0.104, 0.124], [-0.013, -0.254, 0.229], [0.192, 0.274, -0.152], [0.143, -0.544, -0.179], [0.125, -0.068, 0.094], [-0.083, -0.347, -0.032], [-0.034, 0.167, -0.186], [-0.306, -0.009, 0.210], [0.036, -0.293, -0.140], [0.204, 1.490, -0.635], [1.345, 0.385, 1.161], [-0.257, -0.303, -0.509], [-1.212, 0.166, -0.550], [-0.070, 0.378, -0.020], [0.191, -0.187, -0.022], [0.023, -0.480, -0.166]],
  "molar_mass_g_mol": 261.3,
  "s2": 1.022,
  "multiplicity": 2,
  "homo_lumo_gap_ev": [5.5, 5.7],
  "total_charge": 2,
  "e_homo_ev": [-15.06, -15.08],
  "energy_ev": -24445.6150
}